# C26H49EuNO4Si2

A molecular structure, C26H49EuNO4Si2 (the ωB97M-V functional and the def2-TZVPD basis, the Open Molecules 2025 dataset).

Geometry (Å):
O (-1.1300, -2.6734, -1.6579)
O (-2.0922, -0.5379, -3.0543)
C (0.1969, -3.1941, -1.4906)
C (0.5437, -3.8905, -0.1795)
H (0.8623, -2.3253, -1.6313)
H (0.3513, -3.8740, -2.3424)
H (0.7548, -3.1803, 0.6354)
H (1.4606, -4.4671, -0.3721)
H (-0.2172, -4.6054, 0.1475)
C (-1.9516, -2.5010, -0.4861)
C (-3.1599, -3.3907, -0.5637)
H (-2.2447, -1.4438, -0.4866)
H (-1.3667, -2.6683, 0.4302)
H (-3.8266, -3.0530, -1.3712)
H (-3.7089, -3.3482, 0.3791)
H (-2.8661, -4.4295, -0.7613)
C (-3.2548, 0.3196, -3.1018)
C (-1.9307, -1.5447, -4.0716)
C (-4.3603, -0.2191, -2.2349)
H (-3.6012, 0.4518, -4.1415)
H (-2.9147, 1.2958, -2.7278)
H (-4.7407, -1.1646, -2.6351)
H (-5.1796, 0.5036, -2.2212)
H (-4.0400, -0.3849, -1.2012)
C (-3.1412, -2.3895, -4.3464)
H (-1.1509, -2.1894, -3.6564)
H (-1.5306, -1.0794, -4.9884)
H (-3.4200, -2.9629, -3.4555)
H (-2.8554, -3.1078, -5.1209)
H (-3.9971, -1.8117, -4.7141)
H (-0.8584, -0.3636, -1.7965)
Eu (0.6376, 1.1196, 1.0793)
C (-0.1412, 0.5037, -1.4658)
Si (0.5686, 1.2621, -3.0573)
H (-0.7437, 1.2574, -0.9103)
H (0.6988, 0.0127, -0.9255)
C (1.3961, -0.1969, -3.9236)
C (1.8559, 2.6042, -2.7672)
C (-0.6556, 2.0705, -4.2236)
C (2.8100, 0.4807, 0.0709)
Si (3.8521, 1.1639, 1.4414)
H (3.0368, 0.7367, -0.9778)
H (2.6821, -0.6234, 0.1012)
C (5.0289, 2.4623, 0.7706)
C (4.7813, -0.2438, 2.2611)
C (2.8490, 2.0159, 2.8170)
H (-0.1048, 2.5382, -5.0531)
H (-1.2256, 2.8586, -3.7132)
H (-1.3693, 1.3599, -4.6579)
H (2.2554, -0.5483, -3.3338)
H (1.7568, 0.1144, -4.9150)
H (0.7001, -1.0366, -4.0590)
H (2.4313, 2.4804, -1.8423)
H (1.3576, 3.5843, -2.7450)
H (2.5551, 2.5981, -3.6171)
H (5.3551, -0.8032, 1.5088)
H (4.0850, -0.9418, 2.7507)
H (5.4798, 0.1419, 3.0173)
H (2.3069, 1.3259, 3.4858)
H (2.1522, 2.8085, 2.4765)
H (3.6015, 2.5266, 3.4370)
H (5.8102, 2.6855, 1.5102)
H (4.4979, 3.3975, 0.5414)
H (5.5146, 2.1095, -0.1491)
O (1.1864, -2.6521, 3.2922)
C (0.7437, -1.5875, 2.8568)
O (0.6918, -1.1939, 1.6088)
C (0.2118, -0.5918, 3.8579)
C (0.2861, -0.7785, 5.2508)
C (-0.1549, 0.2353, 6.0802)
C (-0.6991, 1.4228, 5.5389)
C (-1.1139, 2.5486, 6.2967)
C (-1.5972, 3.6951, 5.6776)
C (-1.7061, 3.7675, 4.2756)
C (-1.3282, 2.6839, 3.4912)
C (-0.7943, 1.5299, 4.1068)
N (-0.2984, 0.5303, 3.3154)
H (0.7061, -1.7145, 5.6030)
H (-0.0827, 0.1356, 7.1647)
H (-1.0341, 2.4797, 7.3821)
H (-1.9067, 4.5452, 6.2863)
H (-2.0993, 4.6652, 3.8019)
H (-1.4575, 2.6836, 2.3987)

Properties
Highest occupied orbital energy (spin up / spin down): -6.47 / -6.56 eV
Multiplicity: 8
Largest force on an atom: 2.49 eV/Å

Here are the Löwdin charges for atoms 1 to 2, given in e:
1 O -0.224
2 O -0.275